C28H39BN7NiS4 | the ωB97M-V functional and the def2-TZVPD basis

Geometry as XYZ:
```
80
Properties=species:S:1:pos:R:3:forces:R:3
Ni 0.126 0.523 -3.928 0.032 0.148 -0.039
C -4.565 -0.877 -2.290 0.002 0.007 0.004
C -3.226 -1.112 -1.675 -0.018 -0.008 0.032
C -2.990 -2.020 -0.685 -0.022 0.002 -0.001
C -1.685 -2.226 -0.171 -0.004 0.025 -0.016
N -0.683 -1.499 -0.587 0.035 0.024 0.010
N -0.919 -0.606 -1.542 -0.098 -0.004 -0.057
B 0.168 0.396 -1.926 0.073 0.066 0.087
N 1.564 -0.107 -1.467 0.061 -0.043 -0.019
N 1.785 0.051 -0.164 -0.016 0.046 -0.024
C 2.846 -0.507 0.360 -0.038 -0.025 -0.001
C 3.710 -1.301 -0.431 0.001 -0.015 0.023
C 3.508 -1.431 -1.773 0.031 -0.005 -0.018
C 4.402 -2.225 -2.669 0.002 -0.003 0.008
C 2.384 -0.748 -2.303 -0.133 0.070 -0.038
S 2.067 -0.631 -3.996 0.134 -0.099 0.059
C 3.096 -0.299 1.842 0.000 0.016 -0.001
C 4.488 0.321 2.028 -0.003 0.003 -0.006
C 2.043 0.632 2.441 -0.016 0.002 -0.002
C 3.035 -1.664 2.543 0.017 0.006 0.000
N -0.147 1.781 -1.345 0.035 -0.029 0.027
N -0.808 1.773 -0.178 0.015 -0.037 0.020
C -1.066 2.913 0.390 -0.027 0.045 -0.007
C -0.629 4.134 -0.198 -0.004 -0.024 -0.003
C 0.010 4.144 -1.397 0.008 0.011 0.018
C 0.452 5.393 -2.087 0.003 -0.006 0.008
C 0.221 2.875 -2.021 -0.050 0.024 -0.035
S 0.870 2.692 -3.586 0.024 -0.064 0.068
C -1.854 2.898 1.688 0.006 0.004 0.013
C -0.982 3.493 2.803 0.001 0.001 0.000
C -2.257 1.473 2.065 0.002 0.008 -0.012
C -3.118 3.751 1.508 0.003 -0.001 -0.008
C -2.094 -0.409 -2.153 0.136 0.030 -0.007
S -2.078 0.697 -3.465 -0.204 -0.056 -0.004
C -1.357 -3.239 0.915 0.009 -0.006 0.008
C -1.178 -2.467 2.230 0.013 -0.009 0.009
C -2.469 -4.276 1.070 0.003 0.006 0.007
C -0.050 -3.958 0.557 -0.011 0.024 -0.001
H -5.331 -1.474 -1.799 0.003 -0.003 0.002
H -4.838 0.177 -2.223 -0.001 -0.002 -0.004
H -4.541 -1.133 -3.351 0.003 -0.004 -0.001
H -3.810 -2.612 -0.305 -0.002 -0.002 -0.001
H 4.548 -1.803 0.037 0.014 0.017 -0.013
H 5.188 -2.712 -2.096 -0.001 0.001 0.004
H 3.829 -2.984 -3.204 0.003 0.003 -0.002
H 4.861 -1.581 -3.421 -0.001 0.002 0.000
H 4.561 1.284 1.520 0.001 -0.003 0.002
H 4.674 0.484 3.090 -0.001 -0.001 0.000
H 5.281 -0.327 1.652 0.003 -0.003 -0.005
H 2.060 1.612 1.958 0.002 -0.010 0.014
H 1.038 0.225 2.325 0.004 0.004 0.003
H 2.247 0.765 3.504 -0.001 0.000 -0.002
H 3.789 -2.354 2.161 -0.008 0.003 0.008
H 3.218 -1.533 3.610 0.000 0.002 -0.005
H 2.054 -2.125 2.419 -0.019 -0.010 -0.002
H -0.833 5.069 0.308 0.003 0.001 -0.004
H 0.230 6.269 -1.482 0.002 -0.002 0.002
H 1.523 5.358 -2.289 0.000 0.004 -0.002
H -0.048 5.489 -3.052 -0.003 -0.005 0.001
H -0.080 2.896 2.954 0.010 -0.006 -0.003
H -0.681 4.519 2.584 0.000 -0.003 0.001
H -1.541 3.506 3.739 0.002 0.001 -0.002
H -1.383 0.834 2.198 0.010 -0.010 0.001
H -2.818 1.496 3.000 0.004 0.002 0.000
H -2.886 1.022 1.295 0.003 0.000 0.002
H -2.883 4.792 1.281 -0.002 -0.003 0.000
H -3.743 3.358 0.703 0.001 0.001 0.001
H -3.702 3.738 2.428 0.004 -0.001 -0.001
H -2.098 -1.954 2.521 -0.001 -0.001 -0.007
H -0.905 -3.155 3.032 -0.009 0.001 0.001
H -0.388 -1.720 2.127 -0.004 0.001 0.001
H -3.398 -3.837 1.438 0.001 0.009 -0.007
H -2.670 -4.789 0.127 -0.006 -0.005 0.004
H -2.161 -5.026 1.799 0.003 -0.003 -0.006
H 0.779 -3.253 0.487 -0.005 0.001 -0.002
H 0.183 -4.692 1.330 0.001 -0.006 -0.004
H -0.141 -4.473 -0.400 0.002 -0.008 -0.003
S -0.066 -1.756 -5.279 -0.042 -0.086 -0.031
C -0.662 -2.657 -4.006 0.000 0.015 -0.010
N -1.076 -3.280 -3.123 0.022 -0.027 -0.028
```
Forces are in eV/Å.

Computed properties:
2S+1	3
E_LUMO (spin up / spin down)	-0.1265 / -0.1998	Ha
calculated total energy	-125157.3853	eV
expectation value of S²	2.04
net charge	+1


C28H39Br2CrN2O4PS | the ωB97M-V functional and the def2-TZVPD basis

Geometry as XYZ:
```
78
Properties=species:S:1:pos:R:3:forces:R:3
Cr -0.459 0.653 0.624 -0.803 0.528 0.633
N -1.009 2.732 1.954 0.033 -0.282 -0.362
C -1.496 2.640 3.343 -0.006 0.086 0.481
C -0.715 1.552 4.086 -0.246 -0.226 -0.404
C -0.956 0.308 3.227 -0.949 0.229 1.614
O -2.044 -0.258 3.249 0.329 -0.081 0.699
O -0.004 0.021 2.428 1.001 -0.244 -1.404
H -0.134 3.257 1.962 -0.135 -0.143 -0.171
H -1.663 3.266 1.385 0.144 -0.006 0.051
H -2.549 2.347 3.316 0.091 0.104 0.039
H -1.409 3.600 3.867 -0.083 -0.122 -0.131
H -1.110 1.424 5.092 0.012 0.001 -0.030
H 0.351 1.785 4.113 -0.082 -0.005 0.087
Br -2.180 3.823 -2.810 0.252 0.090 0.032
C -0.468 3.800 -2.001 -0.383 -1.023 0.569
C 0.477 4.784 -2.266 0.751 0.250 0.161
C 1.707 4.756 -1.641 -0.097 0.303 -0.236
Br 2.961 6.137 -2.000 -0.165 -0.146 -0.008
C 2.049 3.733 -0.728 -0.289 -0.193 -0.001
C 3.268 3.604 -0.034 -0.063 -0.379 0.208
C 3.444 2.530 0.808 0.132 0.413 -0.225
C 2.418 1.602 0.997 -0.307 -0.178 0.123
N 1.253 1.697 0.377 1.055 0.075 0.255
C 1.076 2.736 -0.479 -0.227 0.669 -0.589
C -0.199 2.754 -1.112 0.668 1.355 -0.693
O -1.018 1.807 -0.821 -0.854 -0.885 0.370
H 0.246 5.571 -2.969 -0.005 0.052 0.004
H 4.042 4.346 -0.165 0.075 0.000 -0.029
H 4.371 2.397 1.338 0.105 -0.026 0.105
H 2.536 0.778 1.687 -0.016 0.004 -0.035
C -4.628 -1.026 1.354 0.424 0.341 0.234
S -3.543 0.436 1.376 -1.993 0.314 -1.093
C -4.405 1.347 0.030 0.330 -0.189 0.540
O -2.323 -0.062 0.638 1.129 -0.180 -0.619
H -4.774 -1.355 0.331 0.117 0.034 -0.155
H -5.581 -0.777 1.804 -0.124 0.187 0.118
H -4.140 -1.796 1.942 0.128 -0.018 0.097
H -5.382 1.659 0.375 -0.230 0.001 0.146
H -4.485 0.727 -0.857 0.049 -0.190 -0.015
H -3.812 2.226 -0.206 0.168 0.042 0.032
C -2.025 -2.887 -0.873 0.097 0.169 -0.068
C -0.661 -2.935 -0.185 0.005 0.094 0.064
C -0.873 -2.969 1.330 -0.001 0.211 -0.033
C 0.107 -4.191 -0.596 0.050 0.179 -0.032
P 0.322 -1.357 -0.581 0.072 -0.792 -0.575
C 2.012 -1.823 -0.020 -0.157 0.260 0.051
C 2.267 -1.671 1.344 -0.113 -0.012 -0.089
C 3.492 -2.020 1.885 0.089 0.041 0.020
C 4.494 -2.522 1.074 -0.084 -0.036 0.080
C 4.249 -2.695 -0.275 0.060 0.043 -0.096
C 3.024 -2.350 -0.820 -0.064 0.039 -0.095
C 0.338 -1.047 -2.456 0.025 0.055 0.187
C 0.578 -2.268 -3.347 0.052 -0.026 0.187
C -1.000 -0.425 -2.879 -0.167 -0.022 0.256
C 1.441 -0.009 -2.694 -0.004 -0.035 0.186
H -2.675 -3.652 -0.448 -0.008 -0.081 0.110
H -1.960 -3.085 -1.940 0.032 0.037 -0.084
H -2.480 -1.913 -0.712 -0.182 -0.035 -0.091
H -1.425 -3.871 1.594 -0.055 -0.121 -0.043
H -1.437 -2.103 1.674 0.035 -0.052 0.099
H 0.078 -3.003 1.854 0.047 -0.007 0.142
H -0.489 -5.067 -0.341 -0.096 -0.048 0.054
H 1.056 -4.267 -0.068 0.059 -0.058 0.033
H 0.297 -4.222 -1.663 0.069 -0.076 -0.124
H 1.501 -1.260 1.982 0.033 -0.053 0.083
H 3.669 -1.877 2.939 0.002 -0.019 0.168
H 5.455 -2.783 1.486 0.135 -0.040 0.079
H 5.023 -3.088 -0.913 0.076 -0.077 -0.121
H 2.888 -2.495 -1.878 -0.056 0.006 -0.087
H -0.259 -2.961 -3.320 -0.041 -0.050 0.022
H 1.482 -2.813 -3.098 0.044 -0.081 -0.080
H 0.671 -1.915 -4.373 0.017 0.040 -0.108
H -1.761 -1.181 -3.038 -0.090 -0.130 -0.021
H -0.865 0.104 -3.821 0.063 0.031 -0.111
H -1.374 0.289 -2.149 -0.015 -0.013 -0.174
H 2.419 -0.368 -2.387 0.112 0.031 -0.018
H 1.227 0.907 -2.148 0.049 0.056 -0.063
H 1.482 0.236 -3.753 -0.028 0.012 -0.102
```
Forces are in eV/Å.

Computed properties:
2S+1	4
E_LUMO (spin up / spin down)	-0.1202 / -0.1268	Ha
calculated total energy	-229467.9785	eV
expectation value of S²	3.79
net charge	+1


C28H39CoN8O2S | the ωB97M-V functional and the def2-TZVPD basis

Geometry as XYZ:
```
79
Properties=species:S:1:pos:R:3:forces:R:3
Co 0.533 -0.427 -0.525 0.241 -0.024 0.036
C -0.409 -2.509 -4.013 -0.050 -0.038 -0.064
N 0.361 -1.305 -3.741 -0.064 0.154 0.086
C 1.791 -1.508 -3.602 0.096 -0.049 0.037
C -0.219 -0.173 -3.277 -0.218 0.165 -0.026
N 0.405 0.489 -2.295 -0.165 -0.432 -0.288
C 0.327 1.881 -2.127 0.010 0.320 0.167
C 0.036 2.798 -3.133 0.034 -0.014 0.080
C -0.011 4.154 -2.851 -0.013 0.061 0.028
C 0.216 4.611 -1.560 -0.020 0.055 -0.051
C 0.544 3.713 -0.556 0.082 -0.064 -0.108
C 0.649 2.356 -0.840 -0.011 0.068 -0.300
N 0.999 1.379 0.117 0.235 0.190 0.564
C 1.873 1.656 1.090 -0.142 -0.062 -0.247
N 2.932 2.485 0.914 -0.071 -0.209 0.027
C 3.413 3.373 1.957 -0.010 0.036 0.049
C 3.577 2.630 -0.379 -0.083 0.072 -0.043
N 1.735 1.053 2.288 -0.049 0.043 -0.106
C 2.871 0.643 3.095 0.066 0.041 0.034
C 0.453 0.534 2.736 -0.060 -0.010 0.049
N -1.408 0.194 -3.805 0.260 -0.079 0.242
C -1.787 -0.101 -5.174 0.045 -0.085 -0.070
C -2.406 0.922 -3.036 -0.063 0.028 -0.125
H -0.081 -3.299 -3.333 -0.013 -0.001 -0.016
H -0.265 -2.852 -5.040 -0.001 0.007 0.009
H -1.465 -2.330 -3.838 -0.040 -0.001 0.030
H 2.146 -2.080 -4.461 -0.006 0.009 0.014
H 2.033 -2.067 -2.692 -0.002 0.003 -0.019
H 2.300 -0.549 -3.575 0.017 0.001 0.000
H -0.152 2.455 -4.141 -0.005 -0.034 -0.018
H -0.242 4.853 -3.643 0.000 0.020 0.009
H 0.140 5.666 -1.333 0.000 0.002 -0.009
H 0.723 4.067 0.451 0.013 -0.007 0.031
H 2.779 3.293 2.836 0.005 0.017 0.011
H 3.373 4.402 1.593 0.009 -0.006 0.005
H 4.444 3.147 2.237 -0.003 -0.008 -0.002
H 3.265 1.824 -1.038 -0.006 -0.012 -0.037
H 4.658 2.575 -0.238 -0.018 0.013 0.001
H 3.327 3.584 -0.849 -0.001 -0.002 -0.011
H 3.800 0.861 2.576 0.021 -0.017 -0.002
H 2.810 -0.434 3.267 0.005 0.010 0.006
H 2.876 1.147 4.064 0.000 -0.007 -0.012
H -0.353 0.989 2.171 -0.053 0.016 -0.035
H 0.325 0.773 3.794 0.015 -0.008 -0.018
H 0.398 -0.550 2.619 -0.025 -0.055 -0.024
H -0.939 -0.511 -5.716 -0.031 0.014 -0.028
H -2.100 0.827 -5.657 -0.003 -0.011 -0.008
H -2.620 -0.806 -5.216 0.014 0.002 -0.007
H -2.143 0.923 -1.989 0.045 0.030 0.173
H -3.361 0.403 -3.135 0.022 0.009 -0.008
H -2.513 1.947 -3.397 0.026 0.004 0.009
C -3.951 -0.108 5.774 -0.038 0.044 0.133
C -3.530 -0.577 4.415 0.045 -0.061 -0.109
C -3.564 0.278 3.318 -0.002 -0.008 0.031
C -3.196 -0.163 2.056 -0.009 0.206 -0.101
C -2.787 -1.471 1.883 0.086 -0.117 -0.051
C -2.753 -2.346 2.960 0.033 -0.102 0.035
C -3.120 -1.896 4.215 -0.011 0.040 -0.009
S -2.256 -2.028 0.292 -0.062 -0.126 0.040
O -2.789 -1.113 -0.683 -0.013 0.020 -0.013
O -2.542 -3.436 0.193 0.060 0.194 -0.002
N -0.656 -1.777 0.280 -0.237 -0.325 -0.021
C 0.314 -2.735 0.477 0.095 0.047 0.043
C 0.235 -4.027 1.008 0.105 0.100 -0.088
C 1.404 -4.756 1.092 -0.028 -0.009 -0.002
C 2.618 -4.221 0.662 0.051 0.067 -0.024
C 2.614 -2.940 0.157 0.081 -0.057 0.084
N 1.498 -2.215 0.071 -0.069 -0.002 0.026
H -4.124 0.966 5.787 -0.005 -0.002 0.002
H -3.193 -0.341 6.523 -0.002 -0.009 0.000
H -4.874 -0.601 6.083 0.004 0.003 -0.001
H -3.897 1.300 3.448 -0.002 0.008 0.007
H -3.243 0.503 1.204 0.002 -0.017 -0.013
H -2.464 -3.378 2.809 -0.003 -0.005 -0.004
H -3.103 -2.582 5.053 -0.002 -0.001 0.010
H -0.712 -4.439 1.308 -0.097 -0.014 0.014
H 1.371 -5.761 1.493 0.004 -0.001 0.005
H 3.539 -4.780 0.719 -0.013 -0.023 0.003
H 3.524 -2.465 -0.191 -0.008 -0.005 -0.004
```
Forces are in eV/Å.

Computed properties:
2S+1	4
E_LUMO (spin up / spin down)	-0.0666 / -0.0829	Ha
calculated total energy	-94143.4426	eV
expectation value of S²	3.76
net charge	+1